1.
A cluster of 4 separate species, C18H38NO5 in total, computed with ωB97M-V with the def2-TZVPD basis set.

Values from the calculation:
HOMO-LUMO gap: 8.05 eV
Total charge: +1
E_HOMO: -10.8 eV
Largest force on an atom: 0.279 eV/A

Last column: natural (NBO) charge in e.
Positions of all 62 atoms, in Å:
C1 1.594 -3.474 -0.602  -0.6435
C2 2.073 -2.041 -0.429  -0.0722
O1 1.349 -1.348 0.596  -0.5308
C3 0.262 -0.593 0.139  -0.0819
C4 -0.974 -1.455 -0.141  -0.1078
O2 -2.169 -0.751 0.232  -0.5626
C5 -2.916 -1.373 1.247  -0.0740
C6 -3.732 -2.582 0.745  -0.2752
C7 -5.081 -2.625 1.469  -0.4215
C8 -5.925 -1.550 0.760  -0.2400
N1 -5.166 -1.265 -0.538  -0.5103
C9 -4.164 -2.374 -0.696  -0.2157
H1 0.717 -3.548 -1.250  0.1889
H2 1.347 -3.904 0.371  0.2130
H3 2.382 -4.083 -1.046  0.2320
H4 3.126 -2.009 -0.154  0.2044
H5 1.983 -1.482 -1.365  0.1755
H6 0.542 -0.011 -0.746  0.1722
H7 0.001 0.105 0.937  0.1974
H8 -0.883 -2.379 0.439  0.1875
H9 -1.056 -1.726 -1.198  0.1769
H10 -2.290 -1.683 2.089  0.2077
H11 -3.585 -0.596 1.631  0.1827
H12 -3.176 -3.515 0.842  0.2513
H13 -5.558 -3.599 1.360  0.2322
H14 -5.010 -2.404 2.534  0.2544
H15 -6.015 -0.625 1.321  0.2643
H16 -6.927 -1.878 0.500  0.2318
H17 -5.785 -1.160 -1.338  0.4389
H18 -4.648 -0.389 -0.444  0.4404
H19 -3.391 -2.062 -1.396  0.2485
H20 -4.701 -3.240 -1.083  0.2252
C10 -7.379 2.027 4.779  -0.7248
C11 -7.359 1.421 3.404  0.6186
O3 -6.898 0.315 3.204  -0.5927
C12 -7.948 2.251 2.294  -0.7221
H21 -6.935 1.347 5.499  0.2422
H22 -6.837 2.975 4.775  0.2397
H23 -8.406 2.258 5.068  0.2427
H24 -7.422 3.205 2.219  0.2407
H25 -8.989 2.488 2.522  0.2461
H26 -7.898 1.721 1.346  0.2183
C13 5.553 0.606 -3.624  -0.7332
C14 4.861 -0.015 -2.442  0.6073
O4 4.456 -1.156 -2.450  -0.5684
C15 4.727 0.867 -1.223  -0.7257
H27 5.606 -0.100 -4.448  0.2320
H28 5.026 1.510 -3.934  0.2260
H29 6.551 0.922 -3.315  0.2668
H30 4.165 1.770 -1.476  0.2260
H31 5.719 1.199 -0.909  0.2415
H32 4.234 0.335 -0.413  0.2260
C16 9.746 4.156 -2.623  -0.7219
C17 8.908 3.156 -1.868  0.6077
O5 8.181 2.376 -2.440  -0.5661
C18 9.027 3.177 -0.365  -0.7210
H33 9.582 4.052 -3.692  0.2382
H34 9.494 5.170 -2.304  0.2322
H35 10.802 4.007 -2.391  0.2346
H36 8.754 4.162 0.018  0.2323
H37 10.064 3.003 -0.072  0.2355
H38 8.388 2.416 0.075  0.2317

2.
A structure of composition C18H38O, computed with ωB97M-V with the def2-TZVPD basis set.

Values from the calculation:
HOMO-LUMO gap: 9.40 eV
Energy relative to the best compared isomer or geometry (same formula, charge and spin): 18.925 eV
E_HOMO: -8.6 eV
Largest force on an atom: 18.149 eV/A

Last column: natural (NBO) charge in e.
Positions of all 57 atoms, in Å:
C1 -8.107 0.095 0.654  -0.6127
C2 -6.642 -0.310 1.121  -0.3734
C3 -5.496 0.475 0.347  -0.3823
C4 -4.233 -0.056 0.894  -0.3973
C5 -3.095 0.537 0.112  -0.3384
C6 -2.959 0.229 -1.142  -0.4999
C7 -1.833 0.929 -1.694  -0.3281
C8 -0.384 0.800 -1.386  -0.3077
C9 -0.025 -0.672 -1.393  -0.3615
C10 1.547 -0.941 -0.984  -0.4192
C11 1.825 -2.176 -0.882  -0.3950
C12 3.288 -2.552 -0.940  -0.3767
C13 4.020 -2.876 0.455  -0.3734
C14 3.968 -1.305 1.408  -0.4152
C15 4.681 -0.256 0.574  -0.4175
C16 4.541 1.014 1.653  -0.3459
C17 5.198 2.104 0.831  -0.3730
C18 4.052 2.985 0.082  -0.0756
O1 3.569 2.405 -1.082  -0.6904
H1 2.951 1.617 -0.495  0.4302
H2 4.503 3.888 -0.593  0.1753
H3 3.218 3.516 0.863  0.1534
H4 5.937 2.060 0.142  0.2100
H5 5.546 3.017 1.660  0.1642
H6 5.172 1.073 2.210  0.1799
H7 3.656 1.259 1.805  0.1845
H8 4.291 -0.248 -0.293  0.1847
H9 5.778 -0.355 0.543  0.2080
H10 2.828 -1.148 1.656  0.1955
H11 4.428 -1.618 2.422  0.2069
H12 5.054 -2.888 0.422  0.1995
H13 3.452 -3.496 1.015  0.1888
H14 3.950 -1.873 -1.427  0.1948
H15 3.557 -3.753 -1.312  0.1976
H16 1.362 -2.901 -0.034  0.1879
H17 1.528 -2.658 -1.758  0.2104
H18 1.749 -0.397 -0.196  0.1902
H19 2.104 -0.390 -1.485  0.2055
H20 -0.198 -1.059 -2.275  0.1788
H21 -0.687 -1.128 -0.482  0.1924
H22 -0.245 1.065 -0.073  0.1093
H23 0.233 1.425 -1.596  0.1827
H24 -2.032 2.089 -1.776  0.2019
H25 -1.772 0.639 -2.891  0.1754
H26 -2.841 -0.700 -1.325  0.2095
H27 -3.653 0.473 -1.775  0.2235
H28 -2.133 0.384 0.877  0.1882
H29 -3.162 1.644 0.362  0.1980
H30 -4.243 0.272 1.891  0.1982
H31 -4.285 -1.034 0.838  0.1929
H32 -5.742 1.517 0.411  0.2057
H33 -5.699 0.168 -0.735  0.1801
H34 -6.556 0.027 2.083  0.1805
H35 -6.608 -1.468 1.149  0.1955
H36 -8.120 -0.250 -0.364  0.1979
H37 -8.913 -0.306 1.326  0.2070
H38 -8.328 1.109 0.581  0.1984

3.
A cluster of 4 separate species, C18H38O5P in total, computed with ωB97M-V with the def2-TZVPD basis set.

Values from the calculation:
HOMO-LUMO gap: 8.56 eV
Total charge: +1
Energy relative to the best compared isomer or geometry (same formula, charge and spin): 1.560 eV
E_HOMO: -11.3 eV
Largest force on an atom: 3.553 eV/A

Last column: natural (NBO) charge in e.
Positions of all 62 atoms, in Å:
C1 -0.975 -3.640 2.182  -0.9352
P1 0.150 -2.481 1.204  0.9676
C2 -0.706 -0.889 0.656  -0.7168
C3 -0.955 -0.025 1.987  -0.4521
C4 -2.223 0.930 1.881  -0.0878
O1 -3.454 0.280 1.482  -0.5263
C5 -3.743 -0.858 2.259  0.7949
C6 -4.513 -2.044 1.486  -0.7308
O2 -3.497 -1.000 3.464  -0.5731
H1 -2.074 -3.416 2.032  0.2810
H2 -0.747 -4.710 1.849  0.2853
H3 -0.774 -3.572 3.304  0.2928
H4 0.738 -3.109 0.044  0.1018
H5 1.206 -2.067 2.089  0.0725
H6 -1.730 -1.074 0.173  0.2754
H7 -0.024 -0.271 -0.016  0.2938
H8 -1.020 -0.715 2.904  0.2256
H9 -0.049 0.648 2.171  0.2439
H10 -1.985 1.688 1.050  0.2088
H11 -2.344 1.568 2.826  0.2267
H12 -3.813 -2.717 0.905  0.2209
H13 -5.185 -2.575 2.224  0.2623
H14 -5.184 -1.523 0.721  0.2507
C7 2.063 1.606 -3.497  -0.4313
C8 2.603 2.332 -2.283  -0.4328
C9 2.179 1.415 -1.152  -0.0673
O3 2.159 0.081 -1.684  -0.5654
C10 2.271 0.153 -3.114  -0.0692
H15 2.562 1.875 -4.428  0.2326
H16 0.994 1.814 -3.608  0.2034
H17 3.695 2.380 -2.335  0.2115
H18 2.221 3.348 -2.173  0.2317
H19 1.166 1.654 -0.805  0.1483
H20 2.859 1.460 -0.299  0.1892
H21 3.274 -0.190 -3.389  0.1728
H22 1.537 -0.512 -3.574  0.1843
C11 3.681 -5.378 -1.740  -0.4316
C12 4.633 -4.220 -1.532  -0.4321
C13 3.849 -3.330 -0.588  -0.0747
O4 3.021 -4.197 0.207  -0.5742
C14 3.042 -5.512 -0.372  -0.0692
H23 4.170 -6.295 -2.072  0.2334
H24 2.923 -5.106 -2.482  0.2009
H25 5.545 -4.574 -1.041  0.2120
H26 4.918 -3.713 -2.455  0.2289
H27 3.191 -2.648 -1.138  0.1674
H28 4.495 -2.739 0.065  0.1925
H29 3.638 -6.156 0.283  0.1797
H30 2.026 -5.909 -0.419  0.1758
C15 -3.754 6.053 0.568  -0.4313
C16 -3.057 4.771 0.969  -0.4349
C17 -1.772 4.846 0.166  -0.0683
O5 -1.456 6.234 0.019  -0.5326
C18 -2.588 7.014 0.431  -0.0691
H31 -4.502 6.391 1.287  0.2252
H32 -4.246 5.921 -0.401  0.2047
H33 -2.830 4.792 2.040  0.2015
H34 -3.638 3.871 0.761  0.2127
H35 -1.905 4.423 -0.836  0.1620
H36 -0.941 4.330 0.655  0.1701
H37 -2.343 7.480 1.391  0.1694
H38 -2.777 7.802 -0.300  0.1921

4.
A structure of composition C18H39FINO6Ta, computed with ωB97M-V with the def2-TZVPD basis set.

Values from the calculation:
HOMO-LUMO gap: 6.32 eV
Total charge: -1
E_HOMO: -4.4 eV
Largest force on an atom: 2.087 eV/A

Last column: natural (NBO) charge in e.
Positions of all 67 atoms, in Å:
C1 -2.730 -4.168 1.219  -0.6034
C2 -2.215 -2.801 1.771  -0.4031
C3 -2.729 -1.686 0.834  -0.4103
C4 -1.759 -0.481 0.629  -0.2333
N1 -0.532 -0.523 1.463  -1.0273
Ta1 -0.591 0.595 3.209  2.0615
F1 -0.630 1.780 4.831  -0.6391
I1 1.957 1.790 2.473  -0.5428
C5 0.605 -0.924 4.453  -0.9837
C6 0.845 -2.256 3.800  0.0250
C7 0.269 -3.384 4.371  -0.2018
C8 0.475 -4.626 3.846  -0.2210
C9 1.274 -4.800 2.733  -0.2713
C10 1.831 -3.698 2.141  0.0043
C11 2.713 -3.780 0.901  -0.6315
C12 1.618 -2.449 2.679  -0.2399
H1 -2.066 -4.421 0.384  0.1955
H2 -2.553 -4.924 1.993  0.1985
H3 -3.773 -4.120 0.904  0.1885
H4 -1.130 -2.885 1.802  0.2339
H5 -2.672 -2.639 2.750  0.1999
H6 -2.968 -2.093 -0.158  0.1894
H7 -3.671 -1.289 1.228  0.1934
H8 -1.495 -0.398 -0.436  0.2101
H9 -2.314 0.440 0.856  0.1855
H10 0.236 -0.250 0.856  0.4011
H11 -1.361 1.991 2.272  -0.4123
H12 -2.212 -0.158 3.591  -0.3582
H13 1.580 -0.521 4.754  0.2452
H14 0.034 -1.077 5.381  0.2190
H15 -0.346 -3.303 5.263  0.1920
H16 0.040 -5.514 4.299  0.1933
H17 1.448 -5.802 2.348  0.1938
H18 2.079 -3.563 0.034  0.2165
H19 3.433 -2.958 0.971  0.2149
H20 3.236 -4.733 0.819  0.2037
H21 2.084 -1.598 2.184  0.2127
C13 -1.436 1.386 -2.876  -0.0923
C14 -1.895 1.983 -4.188  -0.1077
O1 -3.317 2.154 -4.167  -0.7399
O2 -2.077 0.136 -2.648  -0.7238
H22 -0.358 1.220 -2.875  0.1890
H23 -1.697 2.054 -2.045  0.1656
H24 -1.671 1.305 -5.013  0.1725
H25 -1.419 2.947 -4.374  0.1954
H26 -3.509 2.862 -3.542  0.4671
H27 -2.976 0.230 -2.988  0.4727
C15 3.921 0.324 -0.794  -0.0909
C16 4.837 -0.094 0.338  -0.1010
O3 5.535 -1.293 -0.033  -0.7365
O4 3.002 -0.722 -1.085  -0.7237
H28 3.353 1.216 -0.532  0.2074
H29 4.503 0.523 -1.707  0.1344
H30 4.255 -0.327 1.229  0.2114
H31 5.561 0.690 0.578  0.1650
H32 6.162 -1.061 -0.724  0.4589
H33 3.488 -1.548 -0.967  0.4736
C17 -1.950 6.220 -4.481  -0.0878
C18 -1.170 7.505 -4.296  -0.0972
O5 0.120 7.378 -4.900  -0.7256
O6 -1.242 5.130 -3.908  -0.7255
H34 -2.927 6.282 -4.002  0.1854
H35 -2.088 6.012 -5.551  0.1515
H36 -1.001 7.696 -3.237  0.1935
H37 -1.699 8.356 -4.735  0.1650
H38 -0.005 7.358 -5.854  0.4643
H39 -0.306 5.302 -4.074  0.4807